No. 1
Computed, not measured: 9 unconnected molecules or ions with the total composition C6H31NO8 in a non-equilibrium geometry, with ωB97M-V with the def2-TZVPD basis set.

Values from the calculation:
Total charge: 0
HOMO, Eh: -0.347
SMILES string: CNCCC(C)C.O.O.O.O.O.O.O.O
LUMO, eV: 0.13
Energy above the lowest of the compared OMol25 structures with the same formula, charge and spin, kcal/mol: 88.9

```
46
Properties=species:S:1:pos:R:3:forces:R:3
C 1.07997 2.76774 -0.18338 -0.1 1.5 -1.5
N 1.04609 1.34839 0.09540 0.1 -0.5 0.7
C -0.22767 0.75157 0.60051 -0.9 1.9 -1.2
C -0.82680 -0.12824 -0.48236 -2.5 0.8 -0.7
C -0.45450 -1.62244 -0.41553 0.9 2.1 -0.7
C -0.77816 -2.21271 -1.78617 -0.7 -0.8 0.2
C -1.16383 -2.24398 0.81075 2.1 -0.9 0.0
H 0.17145 3.28531 -0.52269 -0.7 -0.7 0.2
H 1.71098 2.96595 -1.07334 0.2 -0.4 0.7
H 1.42377 3.44108 0.60666 0.3 -0.5 0.3
H 1.30714 0.87171 -0.75745 0.3 -0.2 0.2
H -0.83441 1.67157 0.78266 -0.2 -1.0 0.0
H -0.20529 0.19199 1.52638 0.7 0.0 0.3
H -1.94650 -0.14470 -0.47370 0.8 0.2 0.8
H -0.75255 0.46581 -1.43420 0.9 -1.1 0.3
H 0.63956 -1.55796 -0.35791 -0.3 -0.7 0.5
H -0.75681 -3.32370 -1.71823 0.9 0.6 -0.7
H -0.25228 -1.67332 -2.60305 0.3 -1.0 0.6
H -1.81352 -2.08220 -2.09211 -0.5 0.3 0.5
H -0.50916 -2.83040 1.50378 0.0 0.3 -0.9
H -1.81614 -2.98124 0.37781 -1.1 0.0 0.4
H -1.54119 -1.49910 1.50021 -0.8 0.1 -0.3
O -3.88821 -0.17786 0.76072 -0.4 0.3 1.9
H -3.64041 -0.69446 1.54803 0.4 -0.8 -0.9
H -4.24440 0.52800 1.32820 -0.3 0.6 -0.9
O 1.86270 1.66043 2.63584 0.5 -1.1 -0.4
H 1.59428 2.39345 3.16967 -0.4 0.7 -0.1
H 1.67082 1.65406 1.65880 -0.2 0.7 0.5
O 2.88821 0.46113 -2.11952 -0.7 -0.3 0.4
H 2.94012 0.40344 -3.07280 0.4 0.1 -0.2
H 3.71556 0.75224 -1.74024 0.4 0.2 -0.3
O 3.31282 -0.50973 1.82927 -0.3 -0.2 -0.3
H 4.12536 -0.03837 1.63341 0.0 0.1 0.1
H 2.62488 0.17711 1.89057 0.7 -0.4 0.3
O -2.90351 -0.18048 -3.32697 0.4 0.0 0.1
H -2.54489 0.69065 -3.53688 -0.3 0.0 -0.1
H -2.44178 -0.36149 -2.49507 -0.3 -0.1 -0.2
O -2.99646 1.82293 -1.32390 -0.6 0.5 0.3
H -3.57097 2.59903 -1.30260 0.3 0.1 -0.2
H -3.58694 1.15273 -0.95052 0.3 -0.3 -0.1
O 2.58495 -2.48473 -1.50009 0.8 0.7 -0.4
H 3.11087 -1.69780 -1.74332 -0.2 -0.6 -0.2
H 2.15016 -2.10785 -0.73882 -0.3 -0.3 0.6
O 0.33048 0.08805 4.21519 -0.8 0.7 1.1
H 0.28233 -0.84500 4.40005 0.2 -0.3 -0.6
H 0.60898 0.33615 3.33259 0.5 -0.5 -0.1
```
Positions in Å, forces in eV/Å.

---

No. 2
Computed, not measured: 7 unconnected molecules or ions with the total composition C56H117N6O8 in a non-equilibrium geometry, with ωB97M-V with the def2-TZVPD basis set.

Values from the calculation:
Total charge: -1
HOMO, Eh: -0.161
LUMO, eV: 2.25
Energy above the lowest of the compared OMol25 structures with the same formula, charge and spin, kcal/mol: 113.8

```
187
Properties=species:S:1:pos:R:3:forces:R:3
C 0.23832 0.12707 1.46750 -0.7 0.0 0.4
C 0.83261 -1.01697 0.70841 2.5 -3.1 -2.2
O 1.61554 -0.77715 -0.25506 -0.3 2.1 0.2
O 0.67923 -2.25232 0.97488 -2.2 1.0 1.8
H 0.98006 0.62961 2.08828 0.2 0.0 -0.1
H -0.56043 -0.20516 2.13061 -0.1 0.0 0.1
H -0.17565 0.83353 0.74801 0.1 0.2 0.1
C -4.72494 -1.40363 -0.92163 -0.1 -0.1 0.3
C -4.17860 -1.23626 0.54259 0.5 0.2 -0.7
C -5.36127 -0.83718 1.45992 -0.8 -0.7 0.9
C -6.20667 -2.04073 2.02824 0.7 0.8 -1.3
C -5.26305 -3.06703 2.62055 -1.2 0.1 -1.1
C -4.20048 -3.57514 1.58010 0.9 -0.6 1.8
N -3.43107 -2.40833 1.11826 -1.1 1.0 0.3
O -2.28017 -2.71353 0.33958 -1.4 -0.5 -0.4
C -3.22785 -4.32756 2.56090 0.4 -0.1 -1.4
C -4.78342 -4.52279 0.44376 0.5 0.4 1.0
C -3.16672 -0.08112 0.57269 0.6 0.4 0.5
H -5.76784 -1.71881 -0.88825 0.0 -0.4 -0.1
H -4.14573 -2.06070 -1.57038 0.1 -0.2 0.3
H -4.76939 -0.46213 -1.46908 0.2 0.4 0.3
H -5.01239 -0.22327 2.29028 0.4 -0.2 0.2
H -6.05914 -0.16840 0.95613 0.2 0.0 -0.5
H -6.76184 -2.45460 1.18645 0.1 -0.3 -0.2
H -7.00473 -1.72566 2.70050 0.3 0.3 0.3
H -5.87013 -3.91735 2.93122 0.2 -0.3 0.0
H -4.87234 -2.63749 3.54302 0.7 -0.1 -0.2
H -2.37660 -4.66451 1.96934 0.1 -0.3 0.1
H -2.80210 -3.66207 3.31187 -0.3 0.2 -0.1
H -3.67336 -5.18262 3.06931 -0.2 0.0 -0.2
H -4.17537 -5.39581 0.20667 0.8 0.4 0.1
H -5.67382 -5.04291 0.79697 -0.6 0.6 -0.1
H -4.90328 -3.94633 -0.47354 -0.4 -0.2 0.1
H -3.53127 0.89724 0.25965 -0.5 -0.1 -0.3
H -2.23296 -0.24511 0.03483 -0.2 -0.4 -0.4
H -2.82486 0.08173 1.59480 -0.1 -0.2 0.3
H -1.54065 -2.52709 0.92263 1.0 0.2 0.2
C -3.32030 6.79423 -0.07855 0.2 0.6 1.8
C -2.83548 6.07040 1.24766 -0.1 -1.5 -2.0
C -3.84011 4.80495 1.30469 1.4 -0.9 1.2
C -3.23600 3.61854 2.06126 -1.6 0.5 0.5
C -1.87857 3.27314 1.69208 2.4 0.3 1.1
C -0.87414 4.49021 1.91795 0.5 -1.5 -2.1
N -1.42516 5.57874 1.08946 -0.7 -1.5 -0.3
O -0.43705 6.44681 0.57357 -0.9 0.5 0.5
C -0.60546 4.73802 3.39601 0.6 -0.4 0.9
C 0.52491 4.00661 1.31401 0.3 -0.7 0.3
C -2.92606 6.85006 2.53395 -0.8 0.5 0.0
H -4.40272 6.88560 0.01152 -0.1 0.1 0.0
H -3.14129 6.28550 -1.02579 0.4 -0.2 0.4
H -2.91165 7.80473 -0.08010 0.1 0.1 -0.4
H -4.75709 4.96963 1.87048 -0.2 0.9 -0.4
H -4.10046 4.33119 0.35819 0.1 0.9 -0.6
H -3.82301 2.70817 1.93986 -0.5 0.1 -0.2
H -3.23029 3.76295 3.14163 -0.2 0.4 0.2
H -1.77422 2.80491 0.71332 0.2 0.3 -0.1
H -1.68000 2.53278 2.46703 1.0 -0.5 -0.3
H -1.40270 4.55509 4.11646 -0.6 0.4 -0.3
H 0.11665 3.99750 3.73993 0.3 -0.2 -0.2
H -0.12353 5.68907 3.62262 -0.2 0.2 -0.3
H 1.42477 4.45901 1.73078 -0.3 0.9 0.0
H 0.76327 2.97340 1.56652 -0.8 -0.4 0.7
H 0.69650 3.89173 0.24375 -0.8 0.9 -0.3
H -2.59779 6.18549 3.33313 -0.1 0.3 0.1
H -3.95349 7.16382 2.71846 -0.2 -0.1 0.2
H -2.33870 7.76826 2.53211 0.3 -0.2 -0.1
H -0.40320 6.15031 -0.33887 0.3 0.0 -0.4
C 3.72061 -2.05647 3.18112 1.0 -0.9 0.9
C 2.87518 -3.16212 3.95221 -3.2 3.6 -1.6
C 1.58558 -2.31395 4.36127 0.5 -0.8 0.5
C 0.38761 -3.12674 4.81997 -0.2 -0.3 -0.2
C 0.05419 -4.28271 3.88419 1.7 0.3 -1.0
C 1.32173 -5.04322 3.25945 -1.2 0.8 0.7
N 2.32577 -4.06045 2.89839 1.2 0.3 0.2
O 3.44702 -4.78815 2.38819 -0.4 0.0 -0.2
C 1.80393 -6.02359 4.37097 -1.7 -1.0 -0.1
C 0.75415 -5.76272 1.95528 0.8 -0.7 1.2
C 3.54252 -3.72133 5.16297 1.0 -1.0 0.5
H 4.70334 -2.50481 3.03505 0.2 0.2 -0.5
H 3.89922 -1.14658 3.75410 -0.1 -0.2 0.9
H 3.35859 -1.60615 2.25686 -0.6 -1.1 -0.3
H 1.80714 -1.70934 5.24074 0.5 0.5 -0.3
H 1.31975 -1.70155 3.49964 0.0 0.0 0.1
H -0.46059 -2.44283 4.85037 -0.3 0.0 -0.1
H 0.47535 -3.44595 5.85849 0.4 -0.3 0.1
H -0.36389 -3.83637 2.98193 -0.6 -0.1 0.2
H -0.56715 -5.02009 4.39243 -0.3 0.0 -0.4
H 2.77454 -6.51938 4.35667 0.1 0.1 -0.3
H 1.60956 -5.69613 5.39229 0.3 0.6 -0.1
H 1.04048 -6.79822 4.29891 0.2 -0.7 -0.1
H -0.29381 -6.00744 2.12846 -0.2 0.4 0.0
H 0.88670 -5.26838 0.99291 0.0 0.6 0.4
H 1.19799 -6.75403 1.86352 0.4 -0.1 -0.1
H 4.21839 -4.52711 4.87660 0.1 -0.2 0.0
H 2.87027 -4.14588 5.90859 -0.2 0.1 -0.2
H 4.19738 -3.04420 5.71138 -0.2 0.5 -0.3
H 3.51903 -5.46758 3.06258 0.7 -0.6 -0.1
C 0.98623 -1.79808 -3.55830 -0.7 -0.8 1.4
C -0.29649 -2.70884 -3.56883 1.0 -1.4 -1.9
C -0.42034 -2.99361 -5.16304 0.2 1.0 1.1
C -1.30713 -4.12694 -5.48601 -0.2 -1.4 0.1
C -0.92765 -5.42239 -4.75914 -0.4 0.1 0.3
C -0.70423 -5.33099 -3.22499 -0.2 0.2 1.8
N -0.11763 -4.01966 -2.80979 0.7 0.9 -4.6
O 0.06135 -3.81439 -1.48913 -0.4 -0.4 1.0
C -2.03352 -5.66891 -2.46958 0.0 0.3 -0.9
C 0.28028 -6.39913 -2.72360 1.0 0.5 -1.1
C -1.52126 -1.87312 -3.12859 0.8 -0.5 -0.5
H 1.87632 -2.13331 -4.09073 -0.5 -0.4 -0.7
H 1.38938 -1.72213 -2.54845 -0.5 0.7 0.4
H 0.58267 -0.87271 -3.96931 0.7 0.4 0.2
H -0.83665 -2.08417 -5.59629 -0.2 0.3 0.1
H 0.56343 -3.02479 -5.63136 0.2 -0.6 0.3
H -1.33535 -4.47961 -6.51699 0.2 0.7 -0.5
H -2.33781 -3.85112 -5.26304 -0.2 -0.1 0.3
H -0.11150 -5.94381 -5.25926 0.6 0.5 0.2
H -1.75741 -6.07029 -5.04164 -0.3 -0.4 0.8
H -2.76454 -4.88232 -2.65666 -0.3 -0.1 -0.1
H -2.32454 -6.61635 -2.92319 -0.6 0.0 0.1
H -2.00534 -5.84682 -1.39457 0.6 0.3 0.0
H -0.09549 -7.41148 -2.87206 -0.1 0.0 0.4
H 1.17296 -6.29698 -3.34068 0.2 -0.2 -0.2
H 0.66130 -6.17790 -1.72662 -0.6 -0.2 0.2
H -1.60934 -1.09650 -3.88832 -0.2 0.4 0.3
H -1.35352 -1.44858 -2.13878 -0.3 -0.1 0.0
H -2.42380 -2.47908 -3.20813 -0.1 0.0 0.4
H -0.84957 -3.75393 -1.19220 -0.3 0.4 1.3
C -2.20082 5.76563 -3.86155 0.9 -1.7 0.9
C -1.93962 4.26873 -3.66153 -1.2 -2.8 1.8
C -2.55317 3.48388 -4.86966 0.4 -1.0 -0.1
C -2.04517 2.00828 -5.00826 0.2 1.5 0.4
C -0.53136 1.98570 -4.88312 0.3 -1.0 0.7
C 0.10409 2.59801 -3.60522 -0.6 1.4 -0.3
N -0.46786 3.97361 -3.44421 -1.5 0.2 -2.3
O 0.08357 4.72204 -2.36989 -0.3 -0.6 0.0
C 0.00063 1.67584 -2.38564 1.6 0.3 0.3
C 1.62659 2.83787 -3.91350 -1.1 -1.4 0.6
C -2.71457 3.71265 -2.38124 0.8 0.8 0.1
H -3.26076 6.01036 -3.93040 0.1 -0.2 -0.4
H -1.60703 5.90553 -4.76485 -0.1 1.2 0.2
H -1.82970 6.16188 -2.91638 0.3 0.9 -0.5
H -3.62540 3.35249 -4.72415 -0.2 0.6 0.3
H -2.46342 4.06607 -5.78678 0.4 -0.1 -0.2
H -2.35237 1.49101 -5.91720 0.0 0.5 -0.4
H -2.55037 1.42253 -4.24029 0.4 0.0 0.4
H -0.01166 2.35693 -5.76641 -0.3 0.3 -0.1
H -0.28084 0.92653 -4.82393 0.4 -0.2 -0.1
H 0.78893 0.92699 -2.46254 -0.2 -0.5 -0.3
H 0.44216 2.24651 -1.56865 -0.6 0.2 0.5
H -0.90375 1.15103 -2.07779 -0.2 0.4 -0.4
H 1.91114 1.82325 -4.19218 0.7 0.2 -0.4
H 1.80292 3.56902 -4.70244 -0.1 -0.1 0.0
H 2.19249 3.04866 -3.00607 0.0 0.3 0.0
H -2.20746 4.09004 -1.49326 -0.1 0.6 0.2
H -2.65241 2.64567 -2.16724 -0.1 -0.2 -0.8
H -3.75877 4.02519 -2.37299 -0.1 0.0 0.0
H 0.91462 4.96406 -2.78509 0.2 0.4 0.3
C 5.54610 2.57426 -1.77822 -0.3 -0.4 0.4
C 5.17825 3.09956 -0.37014 0.4 0.5 0.8
C 4.08242 2.30929 0.29105 0.1 -2.0 0.8
C 4.47446 0.85068 0.81125 -0.7 0.9 -0.8
C 5.76517 0.80315 1.65240 -0.6 1.8 -0.7
C 6.92766 1.73774 1.11323 -1.5 -1.1 -0.2
N 6.33604 3.06216 0.57448 -1.5 -1.8 1.8
O 7.25371 4.06257 0.33037 1.1 0.3 -0.4
C 7.89943 1.96222 2.33698 -0.3 0.5 -1.4
C 7.66090 0.91397 0.01212 -0.1 0.9 0.9
C 4.52722 4.51256 -0.38334 1.5 0.6 -0.6
H 5.11628 3.14302 -2.60276 0.1 0.2 0.1
H 5.13043 1.56880 -1.84427 0.0 -0.1 -0.2
H 6.62453 2.45519 -1.88266 -0.1 0.4 -0.2
H 3.73597 2.92258 1.12288 0.1 -0.3 0.4
H 3.23056 2.29950 -0.38892 -0.1 -0.5 -0.1
H 4.47755 0.10288 0.01823 0.4 0.3 -0.5
H 3.59398 0.46987 1.32877 0.1 0.2 0.5
H 6.11466 -0.22864 1.68935 0.2 0.1 0.3
H 5.53182 1.19236 2.64345 -0.1 -0.3 0.3
H 8.28984 1.06639 2.81984 -0.4 -0.5 -0.5
H 8.76487 2.46659 1.90718 0.1 0.4 0.5
H 7.42234 2.50478 3.15313 0.0 0.5 -0.3
H 8.15757 1.70102 -0.55529 0.9 -0.7 -0.2
H 8.26068 0.20849 0.58715 0.8 0.2 -0.4
H 7.07449 0.27821 -0.65123 -0.5 0.5 0.1
H 3.68552 4.52089 -1.07584 -0.1 -0.1 0.1
H 5.23734 5.27243 -0.70957 0.1 0.0 -0.5
H 4.22624 4.91342 0.58456 -0.3 -0.6 0.2
H 7.01624 4.70999 0.99825 0.3 0.2 0.0
```
Positions in Å, forces in eV/Å.

---

No. 3
Computed, not measured: a molecular structure, C2H3IN2O in a non-equilibrium geometry, with ωB97M-V with the def2-TZVPD basis set.

Values from the calculation:
Total charge: 0
HOMO (spin up / spin down), Eh: -0.341 / -0.346
⟨S²⟩: 2.02
LUMO (spin up / spin down), eV: 0.67 / -2.67
Energy above the lowest of the compared OMol25 structures with the same formula, charge and spin, kcal/mol: 29.0
2S+1: 3

```
9
Properties=species:S:1:pos:R:3:forces:R:3
C 0.09993 -0.19972 -0.08005 0.2 2.0 0.6
C -0.60862 -1.15891 -0.89477 -2.0 1.8 0.9
N 1.10136 0.00511 0.82754 1.2 -2.7 0.0
N 1.05217 1.26613 0.62563 -0.6 0.3 0.6
O -0.08883 1.13298 -0.20676 -1.1 1.5 -1.8
I 1.06940 3.09009 3.02452 0.0 0.1 0.1
H -0.16834 -2.05751 -0.78451 1.3 -3.2 -0.1
H -1.66417 -1.22224 -0.61619 0.0 -0.2 0.8
H -0.79290 -0.85594 -1.89542 0.9 0.5 -1.2
```
Positions in Å, forces in eV/Å.